{
  "formula": "C57H56AuBrN2O4P",
  "method": "ωB97M-V/def2-TZVPD",
  "gap_ev": 6.1,
  "fmax_ev_per_a": 0.7,
  "charge": -1,
  "e_homo_ev": -4.974,
  "lumo_energy_ev": 1.153,
  "multiplicity": 1,
  "species": ["Au", "O", "C", "O", "C", "P", "C", "C", "C", "C", "C", "C", "C", "C", "C", "C", "C", "C", "H", "H", "H", "H", "H", "H", "H", "H", "H", "H", "H", "H", "C", "C", "C", "C", "C", "C", "C", "C", "C", "C", "C", "C", "N", "C", "C", "N", "C", "C", "C", "C", "C", "C", "C", "C", "C", "C", "C", "C", "C", "C", "C", "C", "C", "C", "C", "C", "C", "C", "H", "H", "H", "H", "H", "H", "H", "H", "H", "H", "H", "H", "H", "H", "H", "H", "H", "H", "H", "H", "H", "H", "H", "H", "H", "H", "H", "H", "H", "H", "H", "H", "H", "H", "H", "H", "H", "H", "H", "H", "Br", "C", "C", "C", "C", "C", "C", "C", "O", "O", "H", "H", "H", "H"],
  "xyz": [[0.5608, 0.0410, 0.9091], [2.6529, -2.2672, 3.6582], [2.4822, -1.4008, 2.8084], [1.4444, -0.6640, 2.7190], [3.6918, -1.2297, 1.8493], [3.9086, -0.0327, 0.4746], [3.6065, 1.5867, 1.2868], [4.6648, 1.9924, 2.1068], [4.6161, 3.1839, 2.8107], [3.5202, 4.0250, 2.6753], [2.4746, 3.6504, 1.8492], [2.5098, 2.4380, 1.1730], [2.6198, -0.4219, -0.7627], [2.3046, 0.6733, -1.7665], [1.1745, -0.2108, -3.3937], [1.0159, -1.6670, -3.1027], [1.4890, -2.2938, -2.0176], [2.2580, -1.7167, -0.9265], [3.9345, -2.2224, 1.4629], [4.5322, -1.0013, 2.5137], [5.5413, 1.3590, 2.1977], [5.4347, 3.4566, 3.4643], [3.4697, 4.9519, 3.2324], [1.5960, 4.2773, 1.7646], [1.6425, 2.1531, 0.5939], [2.7025, 1.6313, -1.4365], [0.7211, 0.0519, -4.3451], [0.4678, -2.2520, -3.8324], [1.3035, -3.3607, -1.9408], [2.5344, -2.4172, -0.1465], [5.1540, -0.0735, -3.1766], [3.7912, -0.6741, -3.5186], [3.7571, -1.1959, -4.9550], [2.6455, 0.3097, -3.2502], [2.8212, 1.5186, -4.1300], [2.0323, 2.5866, -4.2258], [0.8547, 2.8835, -3.4238], [0.2859, 2.1305, -2.4775], [-0.8096, 2.7656, -1.6168], [-2.1239, 2.9605, -2.3772], [-0.3542, 4.1086, -1.0352], [0.7783, 0.7188, -2.1622], [-0.0946, 0.1084, -1.1645], [-1.1683, -0.5118, -1.4715], [-1.9048, -1.3726, -0.4396], [-1.4459, -1.5052, 0.7270], [-2.0606, -2.2963, 1.7188], [-1.7612, -3.6551, 1.8045], [-2.4035, -4.3916, 2.7933], [-3.2901, -3.7879, 3.6703], [-3.5056, -2.4180, 3.6059], [-2.8772, -1.6372, 2.6452], [-3.0368, -0.1297, 2.5953], [-2.9964, 0.5120, 3.9808], [-4.3087, 0.2666, 1.8433], [-0.7109, -4.2867, 0.9129], [0.5046, -4.7131, 1.7407], [-1.2715, -5.4536, 0.1010], [-3.0629, -1.9751, -1.1359], [-4.0666, -2.8125, -0.7357], [-5.0573, -3.1716, -1.6835], [-5.0379, -2.7035, -2.9721], [-4.0101, -1.8259, -3.4018], [-3.8911, -1.2172, -4.6755], [-2.8858, -0.3169, -4.9185], [-1.9154, 0.0137, -3.9404], [-1.9589, -0.6191, -2.7275], [-3.0335, -1.4989, -2.4607], [5.9399, -0.8086, -3.3636], [5.2112, 0.2080, -2.1246], [5.3825, 0.8088, -3.7775], [3.6556, -1.5310, -2.8630], [4.0371, -0.4293, -5.6799], [2.7650, -1.5649, -5.2224], [4.4595, -2.0234, -5.0694], [3.6706, 1.4876, -4.8003], [2.3089, 3.3458, -4.9494], [0.4472, 3.8788, -3.5609], [-1.0119, 2.1348, -0.7524], [-1.9598, 3.4936, -3.3179], [-2.8053, 3.5514, -1.7638], [-2.6199, 2.0164, -2.6034], [-0.3337, 4.8879, -1.8022], [0.6424, 4.0337, -0.6037], [-1.0452, 4.4051, -0.2450], [-2.1900, -5.4494, 2.8882], [-3.7799, -4.3774, 4.4344], [-4.1507, -1.9407, 4.3324], [-2.1904, 0.2843, 2.0407], [-3.8989, 0.2909, 4.5571], [-2.9226, 1.5951, 3.8770], [-2.1317, 0.1661, 4.5478], [-5.1948, -0.1254, 2.3509], [-4.3094, -0.1237, 0.8231], [-4.3889, 1.3530, 1.7914], [-0.3688, -3.5263, 0.2092], [0.2576, -5.5661, 2.3780], [0.8597, -3.9082, 2.3849], [1.3231, -5.0176, 1.0844], [-1.6674, -6.2312, 0.7575], [-0.4861, -5.9050, -0.5092], [-2.0756, -5.1321, -0.5637], [-4.1222, -3.1851, 0.2785], [-5.8590, -3.8273, -1.3702], [-5.8189, -2.9900, -3.6654], [-4.6222, -1.4360, -5.4443], [-2.8349, 0.1752, -5.8809], [-1.1855, 0.7778, -4.1598], [2.0909, 3.9511, 7.3285], [1.0222, 3.6442, 5.7789], [1.0782, 2.4125, 5.1519], [0.3308, 2.2173, 3.9993], [-0.4783, 3.2284, 3.4939], [-0.5381, 4.4446, 4.1637], [0.2231, 4.6693, 5.3019], [-1.2495, 3.0424, 2.1854], [-2.2371, 3.7682, 1.9956], [-0.8130, 2.1365, 1.4210], [1.7109, 1.6231, 5.5352], [0.4054, 1.2748, 3.4825], [-1.1862, 5.2151, 3.7654], [0.1982, 5.6231, 5.8122]],
  "atomic_forces_ev_per_a": [[0.2, -0.4, 0.3], [0.0, -0.1, 0.1], [0.0, -0.1, -0.1], [-0.1, 0.3, -0.1], [0.1, 0.0, 0.0], [0.0, 0.1, 0.0], [0.0, 0.1, 0.0], [0.0, -0.1, 0.0], [0.0, 0.0, 0.0], [0.0, 0.0, 0.1], [0.0, 0.0, 0.0], [0.1, 0.0, 0.0], [0.1, 0.1, -0.1], [0.0, 0.1, 0.1], [0.0, 0.0, 0.0], [0.0, 0.0, 0.0], [0.0, -0.1, 0.0], [-0.1, 0.0, 0.1], [0.0, 0.0, 0.0], [0.0, 0.0, 0.0], [0.0, 0.0, 0.0], [0.0, 0.0, 0.0], [0.0, 0.0, 0.0], [0.0, 0.0, 0.0], [0.0, 0.1, -0.1], [0.0, 0.0, 0.0], [0.0, 0.0, 0.0], [0.0, 0.0, 0.0], [0.0, 0.0, 0.0], [0.0, 0.0, 0.0], [0.0, 0.0, 0.0], [0.0, -0.1, 0.0], [0.0, 0.0, 0.0], [0.0, 0.0, -0.1], [0.0, 0.0, 0.0], [0.0, 0.0, 0.0], [0.1, 0.0, 0.0], [0.0, 0.0, 0.0], [0.1, -0.1, 0.1], [-0.1, 0.0, 0.0], [0.0, 0.0, -0.1], [-0.1, -0.1, 0.1], [-0.6, -0.5, -0.2], [0.2, 0.3, 0.1], [0.3, 0.1, 0.1], [-0.2, 0.1, -0.4], [-0.1, 0.1, -0.1], [0.0, 0.0, 0.0], [0.0, 0.0, 0.0], [0.0, 0.0, 0.0], [0.0, 0.0, 0.0], [0.0, 0.0, 0.1], [0.0, 0.0, -0.1], [0.0, 0.0, 0.0], [0.0, 0.0, 0.0], [0.0, 0.0, 0.0], [0.0, 0.0, 0.0], [0.0, 0.0, 0.0], [0.1, 0.0, 0.1], [-0.1, 0.0, 0.0], [0.0, 0.0, 0.0], [0.0, 0.0, 0.0], [0.0, 0.0, -0.1], [0.0, 0.0, 0.0], [0.0, 0.0, 0.1], [0.0, -0.1, -0.1], [0.2, 0.1, 0.1], [0.0, 0.0, -0.1], [0.0, 0.0, 0.0], [0.0, 0.0, 0.0], [0.0, 0.0, 0.0], [0.0, 0.0, 0.0], [0.0, 0.0, 0.0], [0.0, 0.0, 0.0], [0.0, 0.0, 0.0], [0.0, 0.0, 0.0], [0.0, 0.0, 0.0], [0.0, 0.0, 0.0], [0.0, 0.1, 0.0], [0.0, 0.0, 0.0], [0.0, 0.0, 0.0], [0.0, 0.1, 0.0], [0.0, 0.0, 0.0], [0.1, 0.0, 0.0], [0.0, 0.0, 0.0], [0.0, 0.0, 0.0], [0.0, 0.0, 0.0], [0.0, 0.0, 0.0], [0.0, 0.0, 0.0], [0.0, 0.0, 0.0], [0.0, 0.0, 0.0], [0.0, 0.0, 0.0], [0.0, 0.0, 0.0], [0.0, 0.0, 0.0], [0.0, 0.0, 0.0], [0.0, 0.0, 0.0], [0.0, 0.0, 0.0], [0.0, 0.0, 0.0], [0.0, 0.0, 0.0], [0.0, 0.0, 0.0], [0.0, 0.0, 0.0], [0.0, 0.0, 0.0], [0.0, 0.0, 0.0], [0.0, 0.0, 0.0], [0.0, 0.0, 0.0], [0.0, 0.0, 0.0], [0.0, 0.0, 0.0], [0.1, 0.0, 0.0], [0.0, 0.0, 0.0], [0.0, 0.0, 0.0], [0.0, 0.0, 0.0], [0.0, 0.1, 0.0], [0.1, 0.1, -0.1], [0.0, 0.0, 0.0], [0.0, 0.0, 0.0], [-0.1, -0.3, 0.3], [0.0, 0.2, -0.1], [-0.1, 0.1, -0.1], [0.0, 0.0, 0.0], [0.0, -0.1, -0.1], [0.0, 0.0, 0.0], [0.0, 0.0, 0.0]],
  "mulliken_charge": [2.552, -0.779, 0.157, -0.472, -0.799, -0.447, 0.557, -0.835, -0.886, -0.634, -0.921, 1.580, 0.393, -1.358, -0.385, -1.569, -0.577, -0.346, 0.510, 0.716, 0.351, 0.405, 0.428, 0.509, -0.568, 0.647, 0.827, 0.346, 0.338, 0.214, -1.345, 0.070, -1.546, 2.571, -1.112, -1.874, -0.133, 0.458, 2.694, -1.687, -1.744, -0.356, 0.382, -0.089, -0.012, 1.355, -1.006, 0.335, -0.493, -1.482, -0.292, 0.722, 2.963, -2.080, -1.633, 2.548, -1.724, -1.778, 0.768, 0.127, -1.106, -1.035, 1.199, -0.988, -1.606, 0.664, 0.640, -1.507, 0.457, 0.229, 0.317, 0.319, 0.311, 0.273, 0.481, 0.241, 0.381, 0.429, -1.542, 0.258, 0.560, 0.244, 0.437, 0.244, 0.412, 0.361, 0.376, 0.369, -1.694, 0.476, 0.445, 0.448, 0.361, 0.252, 0.469, -1.398, 0.391, 0.357, 0.407, 0.334, 0.456, 0.366, 0.638, 0.458, 0.432, 0.413, 0.465, 0.664, -0.250, 0.044, -0.794, 0.391, 0.560, -0.637, -0.510, -0.699, -0.840, -0.762, 0.595, 0.303, 0.447, 0.431]
}

***

{
  "formula": "C57H60MoN4O4S5Si",
  "method": "ωB97M-V/def2-TZVPD",
  "gap_ev": [6.6, 6.6],
  "fmax_ev_per_a": 2.4,
  "charge": 2,
  "e_homo_ev": [-12.135, -12.138],
  "lumo_energy_ev": [-5.571, -5.572],
  "multiplicity": 1,
  "species": ["Mo", "O", "C", "C", "C", "C", "C", "C", "C", "O", "N", "N", "C", "S", "C", "C", "S", "H", "H", "H", "H", "H", "H", "H", "H", "H", "C", "C", "C", "C", "C", "C", "C", "S", "O", "C", "C", "C", "C", "C", "C", "C", "C", "C", "C", "C", "C", "C", "C", "C", "C", "C", "C", "C", "C", "S", "O", "C", "C", "C", "C", "C", "C", "C", "H", "H", "H", "H", "H", "H", "H", "H", "H", "H", "H", "H", "H", "H", "H", "H", "H", "H", "H", "H", "H", "H", "H", "H", "H", "H", "C", "Si", "C", "C", "C", "C", "C", "C", "C", "C", "H", "H", "H", "H", "H", "H", "H", "H", "H", "H", "H", "H", "H", "H", "H", "H", "H", "H", "H", "H", "H", "S", "C", "N", "C", "C", "C", "N", "H", "H", "H", "H"],
  "xyz": [[0.8917, -0.4391, 0.5620], [4.4786, -0.4364, 4.7999], [3.2829, -0.1331, 5.3432], [3.2372, 0.0522, 6.7244], [2.0400, 0.3308, 7.3502], [0.8544, 0.4227, 6.6190], [0.8948, 0.2538, 5.2539], [2.1011, -0.0143, 4.5925], [2.0730, -0.1636, 3.1350], [0.9582, 0.1007, 2.5099], [3.1506, -0.5426, 2.5032], [2.9670, -0.6828, 1.1051], [4.1051, -0.5849, 0.4930], [5.5785, -0.2799, 1.3873], [6.6108, -0.0522, -0.0851], [6.1048, -0.9901, -1.1571], [4.3003, -0.7883, -1.2302], [4.3646, -0.4949, 3.8309], [4.1626, -0.0193, 7.2800], [2.0249, 0.4802, 8.4219], [-0.0819, 0.6291, 7.1177], [-0.0071, 0.3119, 4.6611], [7.6402, -0.2726, 0.1937], [6.5379, 0.9873, -0.4013], [6.3345, -2.0303, -0.9318], [6.4929, -0.7364, -2.1425], [1.2041, -1.0332, -8.3368], [1.1764, -0.8721, -6.8431], [0.2234, -0.0537, -6.2390], [0.2036, 0.1362, -4.8670], [1.1473, -0.5235, -4.0954], [2.1162, -1.3371, -4.6623], [2.1172, -1.5108, -6.0365], [1.1342, -0.2154, -2.3319], [0.2238, 0.9500, -2.1240], [0.3261, -1.7430, -1.7850], [1.2206, -2.8442, -1.7057], [0.7400, -4.0976, -1.4990], [-0.6434, -4.3042, -1.2768], [-1.1497, -5.5886, -0.9714], [-2.4810, -5.7733, -0.7408], [-3.3743, -4.6802, -0.8055], [-2.9194, -3.4311, -1.1090], [-1.5389, -3.2066, -1.3570], [-1.0401, -1.9134, -1.6909], [-2.0194, -0.8313, -2.0101], [-2.7713, -0.9500, -3.2215], [-2.5366, -1.9904, -4.1583], [-3.2764, -2.0744, -5.3013], [-4.2878, -1.1278, -5.5757], [-4.5191, -0.1033, -4.7061], [-3.7626, 0.0165, -3.5154], [-3.9814, 1.0898, -2.6178], [-3.2348, 1.2190, -1.4882], [-2.2496, 0.2511, -1.2067], [-1.2903, 0.4816, 0.2871], [-1.2103, 2.0542, 0.3539], [-2.5830, 0.1614, 1.4706], [-3.3380, 1.1889, 2.0068], [-4.4009, 0.8754, 2.8386], [-4.7291, -0.4466, 3.1242], [-5.8934, -0.7849, 4.0100], [-3.9590, -1.4597, 2.5515], [-2.8861, -1.1691, 1.7304], [0.1966, -1.1272, -8.7403], [1.7804, -1.9074, -8.6331], [1.6619, -0.1584, -8.8023], [-0.5129, 0.4508, -6.8527], [-0.5238, 0.7857, -4.3979], [2.8559, -1.8372, -4.0492], [2.8661, -2.1456, -6.4931], [2.2805, -2.6741, -1.8568], [1.4089, -4.9492, -1.4759], [-0.4604, -6.4218, -0.9189], [-2.8596, -6.7585, -0.5045], [-4.4276, -4.8393, -0.6182], [-3.6127, -2.6014, -1.1571], [-1.7577, -2.7176, -3.9718], [-3.0874, -2.8727, -6.0063], [-4.8742, -1.2171, -6.4800], [-5.2806, 0.6376, -4.9143], [-4.7467, 1.8196, -2.8494], [-3.3829, 2.0525, -0.8172], [-3.1006, 2.2182, 1.7899], [-4.9867, 1.6771, 3.2699], [-6.2556, 0.0907, 4.5444], [-5.6186, -1.5471, 4.7389], [-6.7183, -1.1839, 3.4171], [-4.2001, -2.4954, 2.7566], [-2.3054, -1.9712, 1.2992], [1.6349, 2.2944, 0.5683], [0.0312, 3.2896, 0.4762], [-0.0495, 4.4251, -1.0358], [0.9480, 4.0158, -2.1310], [-1.4675, 4.4159, -1.6217], [0.3209, 5.8604, -0.6234], [-0.3659, 4.0425, 2.1596], [0.7080, 5.0470, 2.6118], [-1.7274, 4.7557, 2.1168], [-0.4018, 2.9281, 3.2176], [2.4839, 2.7148, 0.0298], [1.4370, 1.3380, 0.0562], [1.9273, 2.1254, 1.6012], [0.8414, 2.9790, -2.4322], [1.9796, 4.1897, -1.8165], [0.7723, 4.6433, -3.0095], [-1.7287, 3.4295, -2.0092], [-1.5206, 5.1260, -2.4512], [-2.2226, 4.7098, -0.8879], [1.3120, 5.9153, -0.1687], [-0.3983, 6.3038, 0.0630], [0.3433, 6.4849, -1.5202], [0.7695, 5.9237, 1.9726], [1.6996, 4.5884, 2.6607], [0.4634, 5.3949, 3.6190], [-1.7126, 5.6286, 1.4653], [-1.9871, 5.1020, 3.1207], [-2.5353, 4.1073, 1.7736], [0.5918, 2.5195, 3.4021], [-1.0568, 2.0983, 2.9577], [-0.7596, 3.3488, 4.1616], [0.1716, -2.6154, 1.4874], [1.4218, -3.1572, 2.5487], [2.5986, -3.5953, 2.0324], [3.6514, -3.9224, 2.8004], [3.5141, -3.8793, 4.1560], [2.2504, -3.5303, 4.6413], [1.2350, -3.1853, 3.8629], [2.6816, -3.5939, 1.0225], [4.5633, -4.2038, 2.2930], [4.3347, -4.1188, 4.8135], [2.0544, -3.5174, 5.7074]],
  "atomic_forces_ev_per_a": [[-1.7, -1.4, 1.2], [0.0, 0.1, 0.0], [0.1, -0.1, 0.0], [0.0, 0.0, 0.0], [0.0, 0.0, 0.0], [0.0, 0.0, 0.0], [0.0, 0.0, 0.0], [-0.1, 0.0, -0.1], [0.4, -0.1, 0.0], [-0.2, 0.2, -0.7], [-0.1, -0.1, 0.0], [0.6, 0.1, 0.2], [0.0, -0.2, 0.3], [0.0, 0.0, 0.0], [0.0, 0.0, 0.0], [-0.1, 0.0, 0.0], [-0.1, 0.1, -0.1], [0.0, -0.1, 0.0], [0.0, 0.0, 0.0], [0.0, 0.0, 0.0], [0.0, 0.0, 0.0], [0.0, 0.0, 0.0], [0.0, 0.0, 0.0], [0.0, 0.0, 0.0], [0.0, 0.0, 0.0], [0.0, 0.0, 0.0], [0.0, 0.0, 0.0], [0.0, 0.0, 0.0], [0.0, 0.0, 0.0], [0.0, 0.0, 0.0], [0.2, 0.1, 0.0], [-0.1, 0.0, 0.0], [0.0, 0.0, 0.0], [-0.3, 0.0, -0.4], [0.2, 0.0, 0.0], [0.3, 0.1, -0.3], [0.1, 0.0, -0.1], [0.0, 0.0, 0.0], [0.0, 0.0, 0.0], [0.0, 0.0, 0.0], [0.0, 0.0, 0.0], [0.0, 0.0, 0.0], [0.0, 0.0, 0.0], [-0.1, 0.0, 0.1], [0.0, 0.1, 0.2], [0.1, 0.0, 0.0], [0.0, -0.1, 0.0], [0.0, 0.0, 0.0], [0.0, 0.0, 0.0], [0.0, 0.0, 0.0], [0.0, 0.0, 0.0], [0.0, 0.0, 0.0], [0.0, 0.1, 0.0], [0.0, 0.0, 0.0], [0.0, 0.0, 0.1], [0.6, -0.2, 0.2], [-0.1, 0.0, -0.2], [0.0, 0.0, 0.0], [0.0, 0.0, 0.0], [0.0, 0.0, 0.0], [0.0, 0.0, 0.0], [0.0, 0.0, 0.0], [0.0, 0.0, 0.0], [0.0, 0.1, 0.0], [0.0, 0.0, 0.0], [0.0, 0.0, 0.0], [0.0, 0.0, 0.0], [0.0, 0.0, 0.0], [0.0, 0.0, 0.0], [0.0, 0.0, 0.0], [0.0, 0.0, 0.0], [0.0, 0.0, 0.1], [0.0, 0.0, 0.0], [0.0, 0.0, 0.0], [0.0, 0.0, 0.0], [0.0, 0.0, 0.0], [0.0, 0.0, 0.0], [0.0, 0.0, 0.0], [0.0, 0.0, 0.0], [0.0, 0.0, 0.0], [0.0, 0.0, 0.0], [0.0, 0.0, 0.0], [0.0, 0.0, 0.0], [0.0, 0.0, 0.0], [0.0, 0.0, 0.0], [0.0, 0.0, 0.0], [0.0, 0.0, 0.0], [0.0, 0.0, 0.0], [0.0, 0.0, 0.0], [0.0, 0.0, 0.0], [-0.1, 0.2, 0.2], [0.1, -0.1, 0.1], [0.0, 0.0, 0.0], [0.0, 0.0, 0.0], [0.0, 0.0, 0.0], [-0.1, 0.0, 0.0], [0.0, 0.1, 0.0], [0.0, 0.0, 0.0], [0.0, 0.0, 0.0], [0.0, 0.1, 0.0], [-0.1, 0.0, -0.1], [0.3, 0.6, -0.5], [0.0, -0.1, 0.0], [0.0, 0.0, 0.0], [0.0, 0.0, 0.0], [0.0, 0.0, 0.0], [0.0, 0.0, 0.0], [0.0, 0.0, 0.0], [0.0, 0.0, 0.0], [0.0, 0.0, 0.0], [0.0, 0.0, 0.0], [0.0, 0.0, 0.0], [0.0, 0.0, 0.0], [0.0, 0.0, 0.0], [0.0, 0.0, 0.0], [0.0, 0.0, 0.0], [0.0, 0.0, 0.0], [0.0, 0.0, 0.0], [0.0, 0.0, 0.0], [0.0, 0.0, 0.0], [0.0, 0.0, 0.0], [-0.1, 0.5, -0.2], [0.2, -0.1, 0.1], [0.0, 0.1, -0.1], [0.1, 0.0, 0.0], [0.0, 0.0, 0.0], [0.0, 0.0, 0.0], [0.0, 0.1, -0.1], [0.0, 0.0, 0.0], [0.0, 0.0, 0.0], [0.0, 0.0, 0.0], [0.0, 0.0, 0.0]],
  "mulliken_charge": [-1.438, -0.703, 0.714, -0.754, -0.504, -1.176, -0.407, -0.141, 0.564, 0.803, -0.520, 1.213, -0.970, -0.027, -0.566, -0.692, 0.223, 0.497, 0.515, 0.421, 0.500, 0.425, 0.441, 0.322, 0.308, 0.450, -1.547, 0.930, -1.109, -0.243, 0.805, -0.357, -1.149, 0.700, -0.846, 0.401, -0.618, -1.280, 1.204, -0.946, -0.800, -0.889, -0.677, 0.946, -0.762, -1.304, 1.250, -0.640, -0.778, -0.828, -0.878, 0.823, -1.265, -0.722, 1.016, 2.982, -0.064, 0.972, -0.260, -1.126, 0.850, -1.636, -1.489, -0.407, 0.384, 0.387, 0.307, 0.469, 0.468, 0.349, 0.397, 0.334, 0.517, 0.514, 0.424, 0.519, 0.638, 0.510, 0.496, 0.435, 0.508, 0.485, 0.582, 0.033, 0.414, 0.389, 0.390, 0.315, 0.485, 0.350, 0.963, -1.123, 2.785, -1.878, -1.814, -2.094, 2.312, -2.022, -1.615, -1.710, 0.913, -0.590, 0.210, 0.242, 0.355, 0.594, 0.186, 0.605, 0.253, 0.404, 0.343, 0.527, 0.405, 0.293, 0.531, 0.307, 0.565, 0.077, 0.319, -0.251, 0.761, -0.175, 0.173, 0.224, -0.076, -0.727, -0.137, -0.484, 0.090, 0.492, 0.445, 0.470]
}

***

What is the charge in the second record?
+2

***

The highest charge belongs to which entry?
C57H60MoN4O4S5Si

***

The highest charge belongs to which entry?
C57H60MoN4O4S5Si

***

The highest charge belongs to which entry?
C57H60MoN4O4S5Si